1.
The following is a quantum chemistry calculation of 12 unconnected molecules or ions with the total composition C31H91N15O12 at a distorted geometry, from the OMol25 dataset.

Properties
- Total energy: -80546.1778 eV
- 2S+1: 1
- Charge: 0
- Largest force on an atom: 2.958 eV/Å
- Gap between HOMO and LUMO: 9.4 eV
- Structure (SMILES): COC[C@H](C)N.COC[C@H](C)N.COC[C@H](C)N.COC[C@H](C)N.COC[C@H](C)N.NC(N)=O.NC(N)=O.NC(N)=O.NC(N)=O.NC(N)=O.CC(C)O.CC(C)O

Each line ends with the Mulliken charge.
Cartesian coordinates (Å):
1 C -0.6876 -27.2756 -4.5629  0.4179
2 O -0.0526 -26.3389 -4.0468  -0.6445
3 N -1.6363 -28.0533 -3.8762  -0.1984
4 N -0.6124 -27.3997 -5.9690  -0.2865
5 H -1.6068 -28.1344 -2.8524  0.2262
6 H -2.3014 -28.6209 -4.4357  0.1125
7 H 0.0657 -26.8044 -6.4581  0.2052
8 H -1.2154 -28.0531 -6.4453  0.1752
9 C -6.0660 -16.8547 -4.1210  0.5652
10 O -5.7490 -17.7171 -4.9862  -0.5538
11 N -6.6164 -15.6649 -4.4727  -0.3058
12 N -5.8380 -17.1718 -2.7806  -0.3392
13 H -6.5862 -15.5567 -5.4600  0.0789
14 H -6.7567 -14.8680 -3.8940  0.2317
15 H -5.0944 -17.8265 -2.5104  0.1758
16 H -5.9882 -16.4032 -2.1307  0.1850
17 C -5.0312 -20.7962 -0.6188  0.4093
18 O -4.9104 -19.5941 -0.7045  -0.6591
19 N -5.4904 -21.4913 0.5460  -0.4851
20 N -4.6891 -21.6153 -1.7060  0.1352
21 H -5.9513 -20.8274 1.1603  0.2791
22 H -5.8705 -22.3888 0.2800  0.2582
23 H -4.6636 -21.1383 -2.6270  0.2112
24 H -4.8031 -22.6046 -1.7208  0.2016
25 C -2.4349 -24.4438 -1.4587  0.5284
26 O -3.5265 -24.8914 -1.7366  -0.6830
27 N -2.2036 -23.1215 -1.1076  -0.2543
28 N -1.3057 -25.3016 -1.4012  -0.5966
29 H -3.0666 -22.4870 -0.8692  0.1163
30 H -1.3826 -23.0655 -0.4928  0.2619
31 H -0.3891 -24.8479 -1.6822  0.3219
32 H -1.5372 -26.0872 -2.0119  0.0244
33 C -7.9085 -16.1701 -7.3180  0.5965
34 O -7.0554 -15.3276 -7.1266  -0.7315
35 N -8.6207 -16.0856 -8.4695  -0.4102
36 N -8.1790 -17.2208 -6.4873  -0.3190
37 H -8.7101 -15.1405 -8.7447  0.2680
38 H -9.4724 -16.6475 -8.5765  0.1407
39 H -8.7832 -17.9355 -6.8204  0.2783
40 H -7.4163 -17.4894 -5.9121  0.1001
41 C -4.0666 -16.8920 -8.2629  -1.0080
42 C -2.9260 -17.2451 -7.2329  0.3870
43 C -2.5008 -16.1472 -6.2586  -1.0984
44 O -3.2358 -18.3953 -6.4696  -0.3071
45 H -4.3134 -17.7168 -8.9335  0.2927
46 H -3.7190 -16.0207 -8.7775  0.4634
47 H -5.0237 -16.6339 -7.7538  0.0114
48 H -2.0739 -17.5998 -7.8356  0.3099
49 H -1.8464 -16.5334 -5.5058  0.3039
50 H -3.4241 -15.8184 -5.7189  0.1225
51 H -1.9496 -15.2901 -6.7087  0.3931
52 H -4.0939 -18.2241 -6.0354  0.1128
53 C -0.5936 -20.7528 -3.8485  -0.3806
54 C 0.4698 -21.4860 -4.7042  0.3258
55 C 1.0352 -22.7841 -4.0817  -1.2836
56 O -0.0823 -21.9749 -5.9402  -0.5401
57 H -0.9044 -19.8528 -4.3520  0.2880
58 H -0.2108 -20.5273 -2.8279  0.4030
59 H -1.4097 -21.4457 -3.7048  -0.3689
60 H 1.3115 -20.8518 -4.9812  0.4598
61 H 1.6507 -22.6218 -3.1968  0.4177
62 H 1.6144 -23.2390 -4.8597  0.3694
63 H 0.2586 -23.4862 -3.7737  0.0436
64 H -0.1030 -21.1799 -6.4827  0.2809
65 C -7.3961 -25.6341 -3.4317  -1.8506
66 C -6.7366 -24.3881 -2.7542  2.2221
67 C -7.5526 -23.1362 -2.7953  -0.5259
68 O -8.5518 -23.0890 -1.8349  -0.4786
69 C -9.1175 -21.8423 -1.8243  -0.6434
70 N -6.3531 -24.6384 -1.3236  -0.5074
71 H -6.6547 -26.3584 -3.5236  0.5904
72 H -7.7349 -25.3654 -4.4832  0.1482
73 H -8.2611 -26.0174 -2.8169  0.3713
74 H -5.8564 -24.1200 -3.3410  -0.8058
75 H -7.9488 -22.8959 -3.8080  0.2526
76 H -6.8685 -22.2656 -2.6508  0.1837
77 H -9.5036 -21.6299 -2.8004  0.2673
78 H -8.3259 -21.1323 -1.5015  0.2064
79 H -10.0063 -21.8904 -1.1782  0.2862
80 H -5.4091 -25.0607 -1.3535  0.2845
81 H -7.0504 -25.2573 -0.8979  0.3154
82 C -11.0217 -19.4669 -10.3045  -1.2439
83 C -11.6969 -19.9784 -8.9872  0.6047
84 C -11.0162 -19.4449 -7.7681  -0.8257
85 O -9.6170 -19.5872 -7.7978  -0.1475
86 C -9.2146 -20.7913 -7.3158  -0.3017
87 N -13.1568 -19.7757 -9.0518  -0.6293
88 H -11.2081 -20.1291 -11.1314  0.2947
89 H -9.9214 -19.5704 -10.0761  0.2457
90 H -11.3354 -18.4771 -10.5832  0.3793
91 H -11.4807 -21.0782 -9.0241  0.2063
92 H -11.3906 -19.8614 -6.7713  0.2315
93 H -11.2959 -18.3437 -7.7568  0.3261
94 H -8.2058 -20.9545 -7.6845  -0.2919
95 H -9.9243 -21.6063 -7.6515  0.3793
96 H -9.1294 -20.8104 -6.1994  0.2927
97 H -13.3548 -18.8031 -8.8464  0.2891
98 H -13.5053 -20.4323 -8.3817  0.2861
99 C -4.3847 -28.1426 -8.3840  -1.0702
100 C -5.1093 -29.0756 -7.4625  0.5965
101 C -4.4161 -29.3076 -6.0878  -0.6081
102 O -3.0149 -29.6199 -6.2001  -0.1228
103 C -2.7498 -30.9585 -6.2987  -0.9100
104 N -6.5485 -28.5865 -7.1821  -0.6535
105 H -3.3861 -28.5353 -8.5283  0.3771
106 H -4.3216 -27.1059 -8.0372  0.0197
107 H -4.8892 -28.0985 -9.3641  0.3285
108 H -5.1579 -30.0637 -7.9777  0.2253
109 H -4.9470 -30.1118 -5.5920  0.4272
110 H -4.5061 -28.4103 -5.4584  0.1408
111 H -1.7288 -31.0759 -6.6385  0.2433
112 H -3.4255 -31.5200 -6.9156  0.3248
113 H -2.7832 -31.4037 -5.3144  0.3334
114 H -6.4843 -27.5542 -7.0418  0.1053
115 H -6.7893 -28.9907 -6.3063  0.3124
116 C -5.0498 -21.1669 -6.5406  -1.4637
117 C -4.8296 -21.6676 -5.1106  1.8467
118 C -3.8208 -22.7423 -4.9814  -0.7276
119 O -4.2677 -23.8780 -5.6069  -0.0995
120 C -3.4018 -25.0059 -5.4747  -0.2511
121 N -4.2843 -20.6080 -4.1895  -0.2982
122 H -5.7317 -20.3383 -6.5227  0.3206
123 H -5.2761 -21.9681 -7.2018  0.1003
124 H -4.1867 -20.6503 -6.8208  0.3366
125 H -5.7801 -21.9999 -4.6859  -1.0456
126 H -3.6519 -22.8558 -3.9504  -0.0706
127 H -2.8370 -22.4646 -5.3732  0.7993
128 H -3.3882 -25.3504 -4.4428  0.1996
129 H -2.4438 -24.6276 -5.8498  0.4793
130 H -3.7930 -25.7925 -6.1266  -0.3935
131 H -3.3108 -20.4175 -4.3706  -0.0911
132 H -4.8865 -19.7830 -4.2608  -0.2438
133 C -7.8015 -25.9178 -9.8702  -1.5362
134 C -6.8536 -24.9180 -9.1950  0.2247
135 C -7.5127 -23.5340 -9.2530  0.2940
136 O -7.9333 -23.1689 -10.5835  -0.4269
137 C -7.9890 -21.7040 -10.7170  -0.7134
138 N -6.5237 -25.2212 -7.8367  0.0807
139 H -7.5217 -26.9506 -9.7228  0.4181
140 H -7.8122 -25.6311 -10.9309  0.3988
141 H -8.8048 -25.7657 -9.4480  0.3344
142 H -5.9800 -24.9469 -9.8101  0.3556
143 H -6.8984 -22.7409 -8.8187  -0.3155
144 H -8.4250 -23.6806 -8.6392  0.1066
145 H -8.0108 -21.5563 -11.7716  0.3938
146 H -7.0886 -21.2921 -10.2706  0.2966
147 H -8.8258 -21.2941 -10.1842  0.1730
148 H -6.0661 -24.4140 -7.3440  -0.2753
149 H -7.3675 -25.5139 -7.3282  0.2762

Atoms 1-2, force components in eV/Å:
-0.216 2.159 -0.776
-0.514 -1.911 0.137

2.
The following is a quantum chemistry calculation of CH2O3S2 in the gas phase at a distorted geometry, from the OMol25 dataset.

Properties
- Total energy: -28878.0084 eV
- 2S+1: 3
- Charge: 0
- Largest force on an atom: 4.649 eV/Å
- Gap between HOMO and LUMO (spin up / spin down): 10.5 / 6.5 eV

Each line ends with the Mulliken charge.
Cartesian coordinates (Å):
1 C 0.5354 -0.6283 0.8814  -0.2332
2 O -0.1250 0.4672 -2.5186  -0.4013
3 O -1.9508 1.2448 -0.9342  -0.4095
4 O -0.2836 -0.6327 -0.1909  -0.3163
5 S 0.7053 0.9476 1.6642  -0.0735
6 S -0.5642 0.8561 -1.2424  0.8844
7 H 0.2002 -1.1708 1.8592  0.2421
8 H 1.4827 -1.0839 0.4813  0.3072

Atoms 1-2, force components in eV/Å:
1.479 -0.066 1.445
0.376 -0.536 -1.785

3.
The following is a quantum chemistry calculation of C9H8FNO in the gas phase at a distorted geometry, from the OMol25 dataset.

Properties
- Total energy: -15717.0499 eV
- 2S+1: 1
- Charge: 0
- Largest force on an atom: 5.303 eV/Å
- Gap between HOMO and LUMO: 9.9 eV
- Structure (SMILES): C[C@@]1(F)NC(=O)c2ccccc21

Each line ends with the Mulliken charge.
Cartesian coordinates (Å):
1 C -1.2411 0.7372 -2.4752  -0.4099
2 C -1.8919 1.0722 -1.3087  -0.5788
3 C -0.0871 0.0285 -2.5961  -0.5655
4 C -1.1746 0.9103 -0.0887  -0.3619
5 C 0.6575 -0.0903 -1.4063  0.3556
6 C 0.0670 0.3384 -0.1943  0.2888
7 C 2.0011 -0.7249 -1.1466  0.0928
8 C 1.3752 0.1345 1.0365  0.8503
9 C 0.8870 -0.6635 2.1862  -1.2121
10 N 2.3574 -0.4611 0.2060  -0.2863
11 O 2.6915 -1.4878 -1.7909  -0.6149
12 F 1.7536 1.3907 1.3301  -0.3129
13 H -1.7510 0.7297 -3.3961  0.3701
14 H -2.7190 1.7417 -1.4100  0.3727
15 H 0.2923 -0.1404 -3.5850  0.4045
16 H -1.7703 1.2304 0.8269  0.2824
17 H -0.1859 -0.4338 2.3057  0.3124
18 H 1.5452 -0.3999 3.0831  0.3376
19 H 0.9250 -1.6703 1.8342  0.3642
20 H 2.9700 -1.1681 0.6542  0.3108

Atoms 1-2, force components in eV/Å:
-1.485 -1.276 -0.699
2.193 0.788 0.802